17
Properties=species:S:1:pos:R:3 method="wB97M-V/def2-TZVPD" max_force_ev_per_a=3.976 gap_ev=8.84 smiles=Cc1cc(O)ccc1O energy_ev=-11482.099 charge=0 e_above_lowest_kcal_mol=33.7 lumo_energy_ev=0.6705
C -1.77 1.37 0.30
C -0.57 0.46 -0.03
C 0.71 0.84 -0.13
C 1.73 -0.10 -0.07
C 1.53 -1.40 0.26
C 0.19 -1.80 0.18
C -0.88 -0.87 0.00
H -1.69 2.22 -0.41
H -1.57 1.90 1.27
H -2.69 0.83 0.04
H 0.95 1.88 0.05
H 3.21 0.98 -0.75
H 2.45 -1.91 0.48
H 0.05 -2.89 0.12
H -2.53 -0.57 -1.00
O 3.06 0.31 -0.09
O -2.18 -1.23 -0.24